(1)
Below is a 2-piece molecular cluster, C4H5Cl3 overall in a non-equilibrium geometry, with properties calculated with wB97M-V/def2-TZVPD.

ORCA input file:
```
! wB97M-V def2-TZVPD RIJCOSX def2/J DEFGRID3
* xyz 0 1
Cl -0.544 -2.759 2.244
C -0.525 -1.881 0.597
Cl -2.162 -2.160 -0.102
Cl 0.716 -2.671 -0.391
H -0.312 -0.765 0.745
C 0.879 1.140 -1.614
C 0.472 1.362 -0.372
C -0.069 1.683 0.770
H 1.576 1.908 -1.961
H 0.747 0.424 -2.327
H -0.864 2.420 0.610
H 0.086 1.297 1.801
*
```

Values from the calculation:
**Structure (SMILES)**: ClC(Cl)Cl.C=C=C
**Gap between HOMO and LUMO**: 10.58 eV
**Energy**: -1535.88897 Eh

=====

(2)
Below is C4H5Cl3N4O2 as an isolated structure in a non-equilibrium geometry, with properties calculated with wB97M-V/def2-TZVPD.

ORCA input file:
```
! wB97M-V def2-TZVPD RIJCOSX def2/J DEFGRID3
* xyz 0 1
C -0.251 1.114 -1.332
C 0.224 -0.280 0.439
C -2.256 -0.846 0.386
C 1.383 -1.346 0.012
N -1.196 0.257 -1.386
N 0.639 1.052 -0.348
N -1.050 -0.578 -0.272
N 1.415 1.984 0.365
O 1.719 2.936 -0.295
O 1.803 1.784 1.479
Cl 1.014 -2.908 0.614
Cl 1.497 -1.470 -1.660
Cl 2.993 -0.614 0.553
H -0.225 1.934 -1.969
H 0.228 -0.098 1.603
H -2.598 -0.275 1.273
H -3.073 -0.806 -0.355
H -2.266 -1.840 0.894
*
```

Values from the calculation:
**Gap between HOMO and LUMO**: 8.91 eV
**Energy**: -1905.29016 Eh

=====

(3)
Below is one molecule with the formula C4H5ClF2O in a non-equilibrium geometry, with properties calculated with wB97M-V/def2-TZVPD.

ORCA input file:
```
! wB97M-V def2-TZVPD RIJCOSX def2/J DEFGRID3
* xyz 0 1
F 3.107 0.740 0.676
C 1.841 0.747 0.857
C 1.260 -0.431 1.125
O -0.033 -0.758 1.238
C -1.028 0.240 0.942
C -1.314 0.383 -0.527
F -0.220 0.954 -1.149
Cl -1.700 -1.033 -1.429
H 1.394 1.732 0.710
H 1.965 -1.252 1.316
H -1.898 -0.008 1.549
H -0.697 1.243 1.270
H -2.141 1.024 -0.586
*
```

Values from the calculation:
**Structure (SMILES)**: F/C=C/OC[C@@H](F)Cl
**Gap between HOMO and LUMO**: 9.35 eV
**Energy**: -890.51376 Eh

=====

(4)
Below is one molecule with the formula C4H5ClFNO in a non-equilibrium geometry, with properties calculated with wB97M-V/def2-TZVPD.

ORCA input file:
```
! wB97M-V def2-TZVPD RIJCOSX def2/J DEFGRID3
* xyz 0 1
O -2.315 0.227 -1.974
C -1.698 0.574 -0.985
C -0.463 -0.400 -0.329
N -0.437 -0.501 1.074
C 1.009 -0.061 1.184
C 0.994 0.312 -0.315
F 1.121 1.618 -0.598
Cl 2.217 -0.489 -1.400
H -2.029 1.382 -0.392
H -0.447 -1.259 -1.030
H -0.655 -1.385 1.628
H 1.756 -0.853 1.213
H 0.946 0.834 1.924
*
```

Values from the calculation:
**Structure (SMILES)**: O=C[C@@H]1NC[C@@]1(F)Cl
**Gap between HOMO and LUMO**: 9.94 eV
**Energy**: -845.38531 Eh

=====

| no. | E_HOMO (eV) |
| --- | --- |
| 1 | -9.97 |
| 2 | -8.97 |
| 3 | -8.60 |
| 4 | -9.30 |